39
Properties=species:S:1:pos:R:3 method="wB97M-V/def2-TZVPD" multiplicity=1 e_tot_ha=-1335.86538 orbital_gap_ev=9.479
C 3.98836 -1.35980 2.85274
H 4.29191 -2.16063 2.17277
O 3.96774 -0.10934 2.19926
C 3.14123 0.04887 1.13894
C 2.27851 -0.92738 0.64833
C 1.48516 -0.64714 -0.44568
C 1.50629 0.58754 -1.07175
C 2.37036 1.56476 -0.57938
C 3.17411 1.29723 0.50786
H 3.84526 2.04687 0.89625
H 2.39590 2.53450 -1.05272
O 0.64485 0.84926 -2.11299
C 1.21880 0.70708 -3.40604
H 1.45168 -0.34289 -3.60361
H 0.46225 1.05760 -4.10511
H 2.12264 1.31590 -3.50317
S 0.42277 -1.94468 -1.09731
O 0.40429 -3.00793 -0.13557
O 0.84330 -2.24322 -2.43415
N -1.10256 -1.30858 -1.16992
H -1.16226 -0.56192 -1.85027
C -1.65444 -0.92741 0.10793
H -1.04140 -0.15293 0.59574
C -3.08040 -0.39457 -0.08362
C -3.73498 -0.01297 1.26183
H -4.59314 -0.64259 1.48340
C -4.12672 1.45589 1.07371
H -4.01567 2.04471 1.98084
C -3.16855 1.89540 -0.03358
H -3.53619 2.73034 -0.63042
O -3.06576 0.77545 -0.88536
H -2.18529 2.15789 0.38415
H -5.15503 1.53431 0.72136
H -3.01084 -0.11934 2.06954
H -3.65565 -1.14340 -0.63707
H -1.65539 -1.82295 0.73199
H 2.19161 -1.91217 1.07680
H 4.72408 -1.26052 3.64902
H 3.01317 -1.60123 3.28527

=====

71
Properties=species:S:1:pos:R:3 method="wB97M-V/def2-TZVPD" multiplicity=1 e_tot_ha=-4718.62712 charge=+3 orbital_gap_ev=5.789
Rh -0.34003 -1.39453 1.34448
Se 5.84890 -1.85698 5.67448
N 5.45973 -2.39100 4.03265
C 4.22590 -2.02337 3.79329
C 3.54625 -2.29104 2.53370
C 4.13513 -2.96620 1.46116
C 3.39740 -3.17468 0.31266
C 2.08938 -2.71836 0.24121
N 1.52040 -2.07194 1.26385
C 2.23219 -1.85181 2.40259
C 1.55705 -1.15313 3.47632
N 0.28160 -0.78420 3.22571
C -0.41458 -0.15238 4.16595
C 0.13712 0.13725 5.41141
C 1.43862 -0.22981 5.67844
C 2.17785 -0.89412 4.69146
C 3.55343 -1.33861 4.85708
N 4.24757 -1.15711 5.95213
H 5.15566 -3.31692 1.55174
H 3.81321 -3.70103 -0.53494
H 1.48819 -2.89166 -0.63962
H -1.42959 0.13411 3.92111
H -0.46342 0.64992 6.14927
H 1.90134 -0.01852 6.63420
C 2.52993 3.22173 -5.39597
C 2.03371 1.85096 -4.95467
C 1.78530 1.79142 -3.44911
C 1.30046 0.40927 -3.02126
N 1.00915 0.31787 -1.57689
C -0.06729 0.81565 -0.99791
S -0.16418 0.73827 0.78475
N -1.01120 1.41454 -1.68198
C -2.18579 2.14979 -1.17168
C -1.94398 3.65343 -1.20585
C -0.81767 4.10422 -0.28238
C -0.62702 5.61670 -0.30468
H 2.69635 3.24576 -6.47104
H 3.47201 3.47499 -4.90821
H 1.80490 4.00116 -5.15523
H 2.76509 1.08556 -5.22818
H 1.11058 1.60003 -5.48630
H 1.05954 2.56321 -3.16736
H 2.70559 2.02772 -2.90834
H 2.06195 -0.34030 -3.23095
H 0.40634 0.09971 -3.57025
H 1.74688 0.01125 -0.96249
H -0.81375 1.57185 -2.66416
H -2.37225 1.82039 -0.14936
H -3.03344 1.86572 -1.79483
H -2.87849 4.14133 -0.92012
H -1.74314 3.96731 -2.23514
H 0.12444 3.62215 -0.57437
H -1.03961 3.77641 0.74055
H -0.39382 5.96571 -1.31131
H 0.18657 5.92138 0.35113
H -1.53182 6.12773 0.02447
S -1.07227 -2.31003 -0.65007
C -2.76381 -2.69534 -0.34682
N -3.16988 -3.91842 -0.59276
C -4.57751 -4.34995 -0.49118
C -5.48381 -3.14640 -0.66482
C -5.05327 -2.03079 0.27290
N -3.61021 -1.76769 0.07978
H -2.47094 -4.59691 -0.85876
H -4.72290 -4.82320 0.48105
H -4.74963 -5.09696 -1.26251
H -6.51109 -3.43218 -0.44676
H -5.45059 -2.79654 -1.69785
H -5.23169 -2.29044 1.31677
H -5.58397 -1.10701 0.05458
H -3.28306 -0.81499 0.08526

=====

85
Properties=species:S:1:pos:R:3 method="wB97M-V/def2-TZVPD" multiplicity=3 e_tot_ha=-2975.08837 orbital_gap_ev="7.079 / 6.154"
Mo 0.41585 0.01457 -0.09191
C 2.29529 -1.20647 0.00561
C 2.03025 -0.86791 -1.35384
C 2.08923 0.58064 -1.41968
Si 1.55553 -2.19611 -2.59870
C 2.34506 1.08393 -0.11865
C 2.46044 -0.03377 0.79954
Si 2.61204 -0.14183 2.67216
H 2.39411 -2.22287 0.37741
H 1.98055 1.17226 -2.31881
H 2.46083 2.12701 0.14558
Cl -3.76666 2.74007 -0.37457
C 3.08013 -1.87077 3.19910
C 3.88168 1.07872 3.27905
C 2.04642 -3.89038 -1.98466
C 2.37232 -1.84891 -4.23543
H 4.79676 0.94232 2.68550
H 4.11647 0.84704 4.32727
H 3.57345 2.12781 3.21007
H 2.28034 -2.59849 3.00750
H 3.29721 -1.86403 4.27656
H 3.98441 -2.19016 2.66390
H 3.43564 -1.64775 -4.04335
H 1.94863 -1.00196 -4.78634
H 2.30091 -2.74998 -4.86038
H 3.10802 -3.88992 -1.70303
H 1.90190 -4.61868 -2.79519
H 1.45161 -4.20865 -1.11812
C 0.87015 0.20254 3.33624
C -0.33787 -2.15083 -2.68725
P -0.07409 1.25653 2.18145
H 0.94849 0.65045 4.33735
H 0.33523 -0.75431 3.44601
P -0.97147 -0.48639 -2.27736
H -0.74456 -2.86623 -1.95453
H -0.66336 -2.48263 -3.68403
C -2.82366 -0.69631 -2.38885
C -0.43945 0.48918 -3.81555
C 0.81463 2.91768 2.41213
C -1.73629 1.42500 3.01747
C -2.72006 0.37183 2.49906
H -2.09056 2.42843 2.71994
C -1.68937 1.33005 4.54441
H -1.35590 0.33556 4.86540
H -2.70840 1.47261 4.92618
H -1.05143 2.07969 5.01949
H -3.00695 0.54826 1.46157
H -3.64368 0.41987 3.09362
H -2.31244 -0.64592 2.59182
H 1.86721 2.67327 2.20003
C 0.73419 3.47486 3.83269
C 0.34806 3.95900 1.39601
H 1.14101 2.79619 4.59225
H -0.29565 3.73441 4.10320
H 1.32647 4.39939 3.88213
H 0.46745 3.62162 0.35836
H 0.96363 4.86399 1.50987
H -0.69377 4.25691 1.57450
H 0.64727 0.31558 -3.86299
C -0.68022 1.98863 -3.64827
C -1.06077 -0.01653 -5.11616
H -0.84425 -1.07164 -5.32274
H -0.64703 0.56350 -5.95305
H -2.14714 0.13213 -5.12403
H -0.15469 2.40447 -2.77956
H -1.75246 2.21851 -3.58266
H -0.29278 2.51027 -4.53613
C -3.42496 -1.03069 -1.01943
C -3.27840 -1.76325 -3.38793
H -3.18910 0.29483 -2.71311
H -2.94522 -2.76070 -3.07532
H -2.93878 -1.59061 -4.41236
H -4.37572 -1.77369 -3.40084
H -2.94160 -1.90945 -0.56642
H -4.49306 -1.26015 -1.14525
H -3.36743 -0.19269 -0.32350
C -2.05242 2.13945 -0.41713
H -1.99149 1.07953 -0.11783
H -1.69326 2.27809 -1.43881
H -1.47849 2.77174 0.26504
N -0.26545 -1.60863 0.67849
C -0.52241 -2.67010 1.14886
N -0.98489 -3.72782 1.65100
C -0.28657 -4.80973 1.97350
N 0.25537 -5.80148 2.28642

=====

166
Properties=species:S:1:pos:R:3 method="wB97M-V/def2-TZVPD" multiplicity=1 e_tot_ha=-2294.90160 orbital_gap_ev=8.651
C 5.07205 -2.16682 1.52917
C 6.37411 -1.99761 2.38723
N 6.03739 -1.55125 3.75529
C 7.24902 -1.66969 4.65667
C 7.85678 -3.07236 4.71890
C 5.51231 -0.20162 3.68629
C 4.99830 0.24143 5.04338
H 4.35067 -2.76450 2.08654
H 5.32989 -2.62805 0.57563
H 4.56962 -1.23435 1.27151
H 6.78719 -3.00583 2.37607
H 7.07513 -1.36559 1.83797
H 7.99320 -0.92536 4.36224
H 6.98496 -1.31586 5.65344
H 8.22505 -3.48763 3.78239
H 8.68424 -3.01022 5.42629
H 7.09152 -3.68556 5.19546
H 4.71367 -0.18049 2.94561
H 6.22266 0.57187 3.38414
H 4.24304 1.02547 4.98149
H 5.81892 0.75570 5.54594
H 4.66436 -0.55997 5.70190
C -3.34763 0.93981 -2.96128
C -2.46958 -0.19795 -3.50019
N -2.95707 -0.76959 -4.75583
C -2.20748 -2.00567 -5.06502
C -0.70808 -1.86354 -5.23239
C -2.97546 0.25667 -5.86669
C -3.46933 -0.26812 -7.20957
H -3.04292 1.87035 -3.44080
H -3.12019 1.03305 -1.89886
H -4.41065 0.76240 -3.12471
H -1.47161 0.23572 -3.58112
H -2.47373 -0.98647 -2.74835
H -2.36608 -2.67526 -4.21782
H -2.71957 -2.50110 -5.89033
H -0.16870 -2.80677 -5.31777
H -0.58425 -1.30741 -6.16318
H -0.26004 -1.29555 -4.41757
H -2.02347 0.77137 -6.01190
H -3.68970 1.01612 -5.54686
H -4.36987 -0.86993 -7.08361
H -2.69435 -0.95249 -7.55800
H -3.65439 0.46480 -7.99402
C -0.56483 -0.43725 5.25179
C -0.45141 -0.53149 3.72641
N 0.88999 -0.34735 3.19051
C 1.82704 -1.41380 3.62330
C 1.33553 -2.79804 3.17221
C 1.48127 0.99554 3.37520
C 0.63669 2.05499 2.68507
H 0.11746 -1.09603 5.79003
H -1.53307 -0.77000 5.62909
H -0.48817 0.57231 5.65675
H -0.85286 -1.51233 3.47036
H -1.14146 0.20445 3.31237
H 2.77669 -1.27937 3.10400
H 2.06867 -1.36843 4.68647
H 0.53449 -3.10773 3.84440
H 0.97068 -2.82772 2.14585
H 2.13014 -3.53354 3.29866
H 2.48147 0.99749 2.94199
H 1.54177 1.31200 4.41859
H -0.34603 2.22876 3.12325
H 0.46979 1.84887 1.62690
H 1.20437 2.98596 2.69185
C -7.56308 -4.96701 -2.44604
C -6.73949 -3.75553 -2.87005
N -5.39615 -3.82007 -2.23615
C -4.83058 -2.50351 -1.95884
C -5.43347 -1.86977 -0.69707
C -4.57138 -4.71453 -3.10669
C -3.13539 -5.11128 -2.52963
H -7.68158 -5.07682 -1.36818
H -7.21966 -5.94111 -2.79570
H -8.57087 -4.88645 -2.85670
H -6.68896 -3.63168 -3.95318
H -7.24257 -2.89096 -2.43621
H -4.90870 -1.84042 -2.82327
H -3.75974 -2.54332 -1.75690
H -6.50107 -1.68492 -0.82014
H -5.02487 -0.86068 -0.61748
H -5.21644 -2.36997 0.24623
H -5.05024 -5.68358 -3.24511
H -4.47812 -4.23861 -4.08499
H -2.52339 -4.22445 -2.36023
H -3.16284 -5.58542 -1.54885
H -2.65411 -5.71123 -3.30152
C -0.42249 5.41179 2.42650
C -0.38869 6.05101 1.02437
N 0.40299 5.32016 0.05279
C 0.88219 6.21662 -1.03947
C 2.08088 7.06469 -0.61188
C -0.43684 4.22588 -0.54399
C 0.49599 3.18876 -1.15155
H -0.95802 4.46343 2.39486
H -1.00509 6.09345 3.04764
H 0.57028 5.34704 2.87095
H -1.44421 6.14337 0.75561
H -0.06401 7.08898 1.10395
H 1.14872 5.72704 -1.97557
H 0.02277 6.84277 -1.29047
H 1.91112 7.88194 0.08878
H 2.92907 6.45437 -0.30088
H 2.49541 7.57090 -1.48559
H -1.22058 4.64226 -1.17824
H -0.80469 3.69212 0.33313
H 1.11476 2.79173 -0.34663
H 1.14411 3.66035 -1.89022
H 0.00240 2.32121 -1.59061
C -5.09658 -0.81747 3.35296
C -5.03185 0.67152 2.89715
N -3.83627 1.35705 3.45518
C -3.56564 2.65129 2.79538
C -3.49097 2.55162 1.29387
C -3.75498 1.38954 4.89719
C -4.73176 2.27387 5.69867
H -5.42293 -0.90570 4.38971
H -4.13072 -1.32318 3.32557
H -5.73835 -1.43616 2.72570
H -4.91948 0.52849 1.82258
H -5.92576 1.26773 3.08733
H -4.31250 3.41522 3.02323
H -2.61012 3.04427 3.14519
H -3.17612 3.51303 0.88484
H -2.77517 1.83450 0.89062
H -4.44323 2.38060 0.79134
H -2.74884 1.57450 5.27547
H -3.95131 0.37282 5.24054
H -4.77925 2.06310 6.76711
H -5.77784 2.15638 5.41179
H -4.47373 3.31850 5.52177
C 5.48176 0.48056 -1.15325
C 5.92876 0.39340 -2.62066
N 5.07882 -0.49519 -3.39336
C 3.77113 0.08276 -3.66521
C 2.81247 -0.89885 -4.40230
C 5.82125 -1.04390 -4.53155
C 6.21917 -0.04590 -5.68185
H 6.34236 0.71488 -0.52650
H 5.15398 -0.50475 -0.82205
H 4.68660 1.22379 -1.09976
H 5.88094 1.37499 -3.09725
H 6.96140 0.04818 -2.56987
H 3.32472 0.25057 -2.68462
H 3.81779 1.04323 -4.18319
H 2.57547 -1.76295 -3.78173
H 1.88080 -0.38470 -4.63856
H 3.18458 -1.27116 -5.35701
H 5.22509 -1.87169 -4.91628
H 6.73112 -1.50649 -4.14866
H 5.35534 0.47339 -6.09827
H 6.68595 -0.48954 -6.56153
H 6.92051 0.67916 -5.26837
C 1.73348 -0.65180 -0.12336
C 0.28830 -0.82781 -0.45241
O -0.08032 -0.77327 -1.64148
N -0.55485 -1.01709 0.53558
C -1.92800 -1.29968 0.45433
H 1.94102 0.40783 0.02882
H 2.40231 -0.98885 -0.91568
H 2.12223 -1.24117 0.70776
H -0.12969 -1.04591 1.45255
H -2.19267 -1.98109 1.26226
H -2.07401 -1.64086 -0.57096
H -2.53589 -0.39963 0.56171